Record 1
ORCA calculation (ωB97M-V with the def2-TZVPD basis set) on a structure of composition C4H3O2Tl.

Total energy, Ha: -477.00422
Relative energy (zero: lowest compared OMol25 entry of this formula, charge and spin), kJ/mol: 109.6
HOMO energy, Eh: -0.2579
LUMO level, eV: -0.190
Frontier orbital gap, Ha: 0.2509
Multiplicity: 1

Each line ends with the Mulliken charge.
Atoms and positions in Å:
O: 1.032 -0.252 -2.288  -0.43
C: 0.774 -0.313 -1.130  0.65
C: 1.171 -0.323 0.137  -0.73
C: 1.523 -1.569 0.863  -0.15
C: 1.720 -2.733 0.192  -0.67
H: 1.199 0.661 0.611  0.36
H: 1.061 -3.189 -1.655  0.33
H: 1.562 -1.526 1.952  0.38
Tl: 3.713 -1.446 -0.736  0.59
O: 1.799 -2.634 -1.201  -0.34

Atomic forces in eV per Å
O -2.1 0.4 0.9
C 3.0 0.3 -2.1
C -0.6 0.6 0.8
C -0.3 0.4 -1.0
C 0.1 -2.1 2.9
H -0.3 -0.3 0.0
H 2.1 1.2 1.2
H 0.0 -0.2 -0.4
Tl 1.4 0.6 0.1
O -3.3 -0.8 -2.5

---

Record 2
ORCA calculation (ωB97M-V with the def2-TZVPD basis set) on a cluster of 2 separate species, C4H3O4S in total.

Total energy, Ha: -853.26136
Relative energy (zero: lowest compared OMol25 entry of this formula, charge and spin), kJ/mol: 366.5
HOMO energy, Eh: -0.1599
LUMO level, eV: 3.769
Frontier orbital gap, Ha: 0.2984
Charge: -1
Multiplicity: 1

Each line ends with the Mulliken charge.
Atoms and positions in Å:
C: 2.032 0.638 0.452  -0.22
C: -2.359 -0.572 0.263  0.65
C: 1.519 1.678 0.774  -0.14
C: -1.333 -1.499 0.353  -0.12
O: -2.697 0.564 0.253  -0.56
O: -2.767 -1.796 -0.092  -0.44
O: 1.383 -1.784 1.266  -0.60
O: 1.220 -1.160 -1.141  -0.72
S: 2.070 -1.132 0.135  0.41
H: -0.307 -1.461 -0.349  0.21
H: 1.364 2.669 0.473  0.28
H: -1.082 -1.892 1.341  0.25

Atomic forces in eV per Å
C -0.9 -1.5 0.7
C 0.5 0.6 -0.6
C 0.6 0.9 -0.7
C 3.9 -0.7 0.0
O -1.2 0.5 0.1
O -0.5 0.2 -0.3
O -0.3 0.5 0.5
O 0.6 0.2 1.2
S 1.1 -1.1 -2.0
H -3.0 -0.3 0.9
H -0.6 1.0 0.5
H -0.2 -0.2 -0.3

---

Record 3
ORCA calculation (ωB97M-V with the def2-TZVPD basis set) on a structure of composition C4H3O4Tl.

Total energy, Ha: -627.48747
Relative energy (zero: lowest compared OMol25 entry of this formula, charge and spin), kJ/mol: 0.0
HOMO energy, Eh: -0.3045
LUMO level, eV: -0.457
Frontier orbital gap, Ha: 0.2877
Multiplicity: 1

Each line ends with the Mulliken charge.
Atoms and positions in Å:
C: -3.326 0.049 1.255  -0.92
C: -3.643 -0.045 2.533  0.25
H: -4.441 -0.712 2.882  0.34
O: -3.455 0.755 -0.830  -0.53
C: -2.633 0.322 0.120  0.74
O: -1.635 -0.450 -0.356  -0.50
H: -4.397 0.616 -0.232  0.42
O: -2.949 0.538 3.540  -0.20
C: -3.488 0.355 4.845  -0.13
O: -2.886 1.033 5.675  -0.48
Tl: -4.573 -0.050 6.830  0.67
H: -1.549 -1.257 0.165  0.34

Atomic forces in eV per Å
C 1.4 0.2 1.6
C 0.2 -1.0 -0.8
H 0.2 0.2 -0.2
O -3.7 1.3 0.1
C -2.7 -3.8 2.0
O 0.8 0.7 -0.5
H 3.6 1.1 -2.8
O -0.5 0.5 1.5
C 1.1 0.7 -2.1
O 0.6 0.3 -0.2
Tl -1.1 -0.6 1.2
H 0.0 0.4 0.3

---

Record 4
ORCA calculation (ωB97M-V with the def2-TZVPD basis set) on a structure of composition C4H3O6Rb.

Total energy, Ha: -629.65654
Relative energy (zero: lowest compared OMol25 entry of this formula, charge and spin), kJ/mol: 47.6
HOMO energy, Eh: -0.2658
LUMO level, eV: -1.400
Frontier orbital gap, Ha: 0.2144
Multiplicity: 1

Each line ends with the Mulliken charge.
Atoms and positions in Å:
O: 1.625 3.910 -0.132  -0.10
C: 1.279 3.363 -1.263  -0.61
O: 1.064 3.921 -3.595  -0.29
C: -0.254 3.684 -3.750  0.73
C: 1.464 4.390 -2.326  -0.05
O: -1.042 3.922 -2.801  -0.73
O: -0.617 3.247 -4.865  -0.74
H: 0.971 5.342 -2.073  0.26
H: 2.547 4.594 -2.396  0.30
Rb: -4.135 2.918 -5.466  0.96
O: 0.627 3.784 1.877  -0.44
C: 1.425 3.156 1.056  0.79
O: 2.149 2.232 1.280  -0.42
H: 0.888 4.712 1.971  0.35

Atomic forces in eV per Å
O -0.6 0.8 1.0
C -0.4 -0.7 -0.6
O 1.3 0.2 0.0
C -2.9 -0.3 0.0
C 0.1 0.1 -0.2
O 0.6 0.3 0.3
O 0.3 -0.1 -0.6
H 0.0 -0.3 0.1
H -0.2 -0.1 0.0
Rb 1.0 0.1 0.4
O -0.8 0.1 1.1
C 3.4 -0.5 -1.0
O -1.5 0.3 0.0
H -0.3 0.0 -0.4

---

Record 5
ORCA calculation (ωB97M-V with the def2-TZVPD basis set) on a cluster of 2 separate species, C4H3P in total.

Total energy, Ha: -495.34020
Relative energy (zero: lowest compared OMol25 entry of this formula, charge and spin), kJ/mol: 166.1
HOMO energy, Eh: -0.3644
LUMO level, eV: -1.109
Frontier orbital gap, Ha: 0.3237
Multiplicity: 1

Each line ends with the Mulliken charge.
Atoms and positions in Å:
C: -0.618 -1.024 -2.094  0.32
C: 0.591 2.073 1.475  -0.35
C: -0.524 -1.152 -0.899  -0.50
C: 0.100 1.014 1.218  -0.33
P: -0.581 -1.335 0.835  0.02
H: -0.666 -0.906 -3.136  0.38
H: 0.928 3.054 1.654  0.35
H: 0.770 -1.724 0.948  0.09

Atomic forces in eV per Å
C 0.1 -0.2 0.9
C 0.0 0.5 0.0
C -0.2 0.0 -0.6
C -1.2 -4.5 -0.6
P 1.0 3.6 0.6
H 0.0 0.1 -0.6
H 0.2 0.4 0.1
H 0.1 0.0 0.1

---

Record 6
ORCA calculation (ωB97M-V with the def2-TZVPD basis set) on the molecule C4H4.

Total energy, Ha: -154.57115
Relative energy (zero: lowest compared OMol25 entry of this formula, charge and spin), kJ/mol: 392.1
HOMO energy, Eh: -0.3283
LUMO level, eV: -1.029
Frontier orbital gap, Ha: 0.2905
Multiplicity: 1

Each line ends with the Mulliken charge.
Atoms and positions in Å:
C: -1.799 0.982 -0.026  -0.27
C: -0.170 0.514 0.003  0.11
C: 1.103 0.743 -0.012  -0.48
C: -1.327 -0.446 0.022  -0.25
H: 1.889 -0.040 0.123  0.20
H: 1.759 1.641 -0.146  0.25
H: -1.527 -1.101 0.949  0.21
H: -1.504 -0.960 -0.885  0.22

Atomic forces in eV per Å
C 3.3 -0.7 0.1
C -5.4 0.0 -0.3
C 3.7 0.1 0.1
C 1.5 0.4 2.6
H -1.2 -0.2 -0.1
H -1.7 0.1 0.1
H 0.0 1.0 -1.4
H -0.3 -0.7 -1.1